No. 1
Computed, not measured: a single C11H8O molecule, with the ωB97M-V functional and the def2-TZVPD basis.

```
! RIJCOSX wB97M-V def2-TZVPD def2/J DEFGRID3
* xyz 0 3
C -3.03 0.96 -0.79
C -4.11 0.17 -0.51
C -2.00 0.45 0.14
C -2.58 -0.65 0.92
C 2.36 -1.51 -0.50
C 1.14 -1.50 -0.04
C 3.25 -0.29 -0.20
C 2.76 0.86 0.33
C -0.76 -0.03 0.20
C 0.54 -0.28 0.42
C 1.36 0.94 0.82
O -3.77 -0.75 0.40
H -3.07 1.91 -1.32
H -4.97 0.06 -1.04
H 2.90 -2.30 -1.07
H 0.39 -2.33 -0.18
H 4.34 -0.30 -0.47
H 3.20 1.81 0.49
H 1.27 0.99 2.05
H 0.79 1.80 0.36
*
```

Calculated values
HOMO-LUMO gap (spin up / spin down): 5.6 / 6.4 eV
ΔE to the lowest compared entry with this formula, charge and spin: 278.3 kJ/mol
LUMO (spin up / spin down): 0.0057 / -0.0857 hartree

Löwdin population analysis, charges in e, atoms 1 to 4:
1. C 0.009
2. C -0.103
3. C -0.196
4. C -0.007

---

No. 2
Computed, not measured: a single C11H8O2 molecule, with the ωB97M-V functional and the def2-TZVPD basis.

```
! RIJCOSX wB97M-V def2-TZVPD def2/J DEFGRID3
* xyz 0 1
C 2.44 -1.36 0.06
C 1.46 -0.16 0.02
C 2.04 1.19 0.13
C 1.19 2.36 0.09
C -0.26 2.23 -0.09
C -0.80 0.90 -0.19
C 0.02 -0.34 -0.12
C -0.70 -1.69 -0.19
O -0.23 -2.73 -0.60
C -2.19 -1.70 0.27
C -2.98 -0.60 0.21
C -2.34 0.70 -0.38
O -2.96 1.52 -1.01
H 3.14 -1.36 -0.82
H 1.96 -2.36 0.11
H 3.10 -1.21 0.96
H 3.14 1.29 0.26
H 1.61 3.38 0.18
H -0.95 3.11 -0.16
H -2.65 -2.62 0.71
H -4.04 -0.57 0.56
*
```

Calculated values
HOMO-LUMO gap: 8.6 eV
ΔE to the lowest compared entry with this formula, charge and spin: 180.3 kJ/mol
Structure (SMILES): Cc1cccc2c1C(=O)C=CC2=O
LUMO: -0.0314 hartree

Löwdin population analysis, charges in e, atoms 1 to 4:
1. C -0.056
2. C -0.171
3. C -0.028
4. C -0.053

---

No. 3
Computed, not measured: 2 unconnected molecules or ions with the total composition C11H8O2, with the ωB97M-V functional and the def2-TZVPD basis.

```
! RIJCOSX wB97M-V def2-TZVPD def2/J DEFGRID3
* xyz 0 1
C 1.05 1.45 0.90
C 0.22 1.07 1.98
C -0.62 -0.02 1.82
C -0.98 -0.48 0.47
C -1.61 -1.64 0.57
C -1.78 -2.25 -0.67
C -1.28 -1.72 -1.86
C -0.26 -0.60 -1.78
C -0.27 0.05 -0.57
C 0.79 1.09 -0.39
C 2.00 1.59 -1.29
H 2.63 2.34 2.26
H 0.52 1.28 2.97
H -1.26 -0.64 2.66
H -1.85 -2.16 1.46
H -2.24 -3.24 -0.81
H -1.51 -2.28 -2.79
H -0.05 -0.11 -2.68
H 3.08 1.89 -0.84
O 1.86 2.53 1.20
O 1.57 1.84 -2.62
*
```

Calculated values
HOMO-LUMO gap: 7.9 eV
ΔE to the lowest compared entry with this formula, charge and spin: 629.3 kJ/mol
LUMO: -0.0158 hartree

Löwdin population analysis, charges in e, atoms 1 to 4:
1. C -0.359
2. C -0.023
3. C 0.016
4. C -0.221

---

No. 4
Computed, not measured: a single C11H8OS molecule, with the ωB97M-V functional and the def2-TZVPD basis.

```
! RIJCOSX wB97M-V def2-TZVPD def2/J DEFGRID3
* xyz 0 1
O -2.51 2.58 0.62
C -1.48 1.96 0.19
C -1.59 0.53 0.14
C -2.85 -0.01 -0.14
C -2.77 -1.38 -0.38
S -1.17 -1.91 -0.27
C -0.51 -0.33 0.04
C 0.99 0.04 0.10
C 1.66 0.87 -0.78
C 3.07 1.01 -0.94
C 3.82 0.13 -0.18
C 3.16 -0.62 0.93
C 1.82 -0.74 1.01
H -0.35 2.29 0.07
H -3.75 0.64 -0.38
H -3.55 -2.04 -0.29
H 0.96 1.56 -1.32
H 3.48 1.54 -1.86
H 5.05 -0.16 -0.29
H 3.67 -1.24 1.71
H 1.29 -1.37 1.77
*
```

Calculated values
HOMO-LUMO gap: 8.8 eV
ΔE to the lowest compared entry with this formula, charge and spin: 136.6 kJ/mol
Structure (SMILES): O=Cc1ccsc1-c1ccccc1
LUMO: -0.0013 hartree

Löwdin population analysis, charges in e, atoms 1 to 4:
1. O -0.001
2. C -0.159
3. C -0.321
4. C -0.117

---

No. 5
Computed, not measured: a single C11H8OS2 molecule, with the ωB97M-V functional and the def2-TZVPD basis.

```
! RIJCOSX wB97M-V def2-TZVPD def2/J DEFGRID3
* xyz 0 1
C 3.12 0.45 -2.11
C 2.78 0.06 -0.89
C 1.91 -0.75 0.06
C 0.50 -0.39 0.37
C -0.79 -1.18 0.42
O -0.76 -2.33 0.78
C -1.92 -0.31 0.24
C -3.11 -0.52 0.96
C -4.14 0.21 0.47
S -3.62 1.28 -0.78
C -2.09 0.48 -0.89
C 0.44 0.78 1.04
S 1.93 1.63 1.33
C 2.87 0.29 0.52
H 2.88 0.00 -3.07
H 3.90 1.11 -2.10
H 2.17 -1.84 0.04
H -3.15 -1.30 1.77
H -5.04 0.20 0.88
H -1.33 0.70 -1.61
H -0.49 1.37 1.52
H 3.95 0.07 1.02
*
```

Calculated values
HOMO-LUMO gap: 8.6 eV
ΔE to the lowest compared entry with this formula, charge and spin: 174.4 kJ/mol
Structure (SMILES): C=C1[C@@H]2C(C(=O)c3ccsc3)=CS[C@H]12
LUMO: 0.0114 hartree

Löwdin population analysis, charges in e, atoms 1 to 4:
1. C 0.082
2. C -0.251
3. C -0.182
4. C -0.191

---

No. 6
Computed, not measured: a single C11H9BrN2O2S2 molecule, with the ωB97M-V functional and the def2-TZVPD basis.

```
! RIJCOSX wB97M-V def2-TZVPD def2/J DEFGRID3
* xyz 0 1
N -2.87 -2.68 -0.02
S -3.70 -1.21 0.01
O -4.43 -1.10 -1.22
O -4.40 -1.13 1.25
C -2.34 -0.07 0.01
C -1.80 0.34 1.21
C -0.71 1.19 1.22
C -0.16 1.62 0.01
N 0.85 2.55 0.01
C 2.10 2.39 0.01
C 2.83 1.15 0.00
C 2.36 -0.15 -0.01
C 3.39 -1.11 -0.02
C 4.63 -0.53 0.00
Br 6.27 -1.43 0.00
S 4.57 1.19 0.01
C -0.74 1.22 -1.20
C -1.82 0.37 -1.20
H -3.08 -3.20 -0.85
H -3.06 -3.23 0.81
H -2.25 -0.01 2.13
H -0.27 1.52 2.14
H 2.70 3.29 0.01
H 1.32 -0.40 -0.02
H 3.23 -2.17 -0.03
H -0.32 1.57 -2.13
H -2.29 0.04 -2.11
*
```

Calculated values
HOMO-LUMO gap: 8.5 eV
ΔE to the lowest compared entry with this formula, charge and spin: 86.2 kJ/mol
Structure (SMILES): NS(=O)(=O)c1ccc(/N=C\c2ccc(Br)s2)cc1
LUMO: -0.0121 hartree

Löwdin population analysis, charges in e, atoms 1 to 4:
1. N -0.061
2. S 0.618
3. O -0.301
4. O -0.301